Entry A
Here is 3 unconnected molecules or ions with the total composition C3H8N2O2 from the Open Molecules 2025 dataset. Energies are from wB97M-V/def2-TZVPD.

Output
Gap between HOMO and LUMO in eV: 4.47
E_HOMO in hartree: -0.28716
LUMO in eV: -3.34

CARTESIAN COORDINATES (ANGSTROEM)
H -1.94677 -0.38389 0.85784
H 0.40594 1.05131 1.32724
N 1.84113 1.57951 -0.07181
O -1.49501 0.08665 1.75002
H 3.05326 -0.11974 0.12343
C 0.08682 -0.05515 -0.57717
H -1.56079 -0.46945 2.51408
C 0.83447 0.82431 0.35595
O -2.35919 -1.04471 -0.28353
H -0.11497 -1.02418 -0.15808
C 2.19155 0.28345 -0.41558
H -0.68654 0.35365 -1.20814
H 1.53357 0.08466 -2.21692
H -3.20153 -0.76078 -0.63712
N 1.41806 -0.40563 -1.36021



Entry B
Here is 2 unconnected molecules or ions with the total composition C3H8N2O2 from the Open Molecules 2025 dataset. Energies are from wB97M-V/def2-TZVPD.

Output
Gap between HOMO and LUMO (alpha / beta) in eV: 8.44 / 8.44
E_HOMO (alpha / beta) in hartree: -0.28281 / -0.28279
LUMO (alpha / beta) in eV: 0.74 / 0.74

CARTESIAN COORDINATES (ANGSTROEM)
H 0.06369 -1.37201 0.18865
C -0.87800 1.93172 -1.58022
H 1.76970 -3.11655 0.53416
C 0.88271 -1.32222 0.99798
O -2.33464 0.05465 -1.04321
N 1.67785 -2.32906 1.10911
H 2.76635 -1.87543 2.74154
H 0.99855 -0.68500 1.81659
H -1.84227 1.36245 0.22885
O -0.23585 3.11564 -1.17380
H -2.66746 0.10800 -1.91303
C -1.69733 1.23482 -0.77430
N 2.58061 -2.56121 1.99839
H -0.42533 1.70056 -2.57212
H -0.65857 3.75364 -0.55859



Entry C
Here is a single C3H8N2O2 molecule from the Open Molecules 2025 dataset. Energies are from wB97M-V/def2-TZVPD.

Output
Gap between HOMO and LUMO in eV: 8.12
E_HOMO in hartree: -0.26840
SMILES: NC(N)=C(O)CO
LUMO in eV: 0.82

CARTESIAN COORDINATES (ANGSTROEM)
H -0.91936 -0.71976 -2.15784
C 0.32394 -0.09054 -0.56287
H 1.12512 0.75224 -2.12368
O 1.34669 0.03691 -1.51387
H -2.84594 0.05493 -1.20861
H -1.29846 -0.06868 1.38713
C -1.00100 -0.58722 -1.07250
N 1.83012 0.69089 1.11777
N -0.38829 0.21354 1.71117
H -0.11847 -0.18859 2.59607
H -1.23444 -1.57274 -0.62918
C 0.58161 0.22076 0.72196
O -2.04454 0.32176 -0.74902
H 2.54232 0.50211 0.42753
H 2.10072 0.43440 2.05595



Most stable: entry C (next structure +390.6 kJ/mol)



Entry A
Here is a single C3H8N2O2 molecule from the Open Molecules 2025 dataset. Energies are from wB97M-V/def2-TZVPD.

Output
Gap between HOMO and LUMO in eV: 10.25
E_HOMO in hartree: -0.34977
SMILES: NC(=O)NCCO
LUMO in eV: 0.73

CARTESIAN COORDINATES (ANGSTROEM)
H 0.54016 1.14832 1.49694
N -0.04054 -1.16079 0.00137
H -1.80612 0.09893 -1.41417
C -1.38791 -1.36424 -0.00178
O 1.84292 2.07760 0.08593
C 0.59927 0.08678 -0.45320
H 2.14088 0.25656 1.08501
H -3.11175 -0.50532 -0.36146
H 1.28541 -0.22432 -1.31545
C 1.34594 0.81054 0.71725
O -1.96814 -2.47278 0.22974
H 0.45652 -1.76700 0.57652
N -2.13359 -0.32152 -0.54348
H -0.13866 0.78113 -0.84851
H 2.37560 2.55609 0.74530



Entry B
Here is a molecular structure, C3H8N2O2 from the Open Molecules 2025 dataset. Energies are from wB97M-V/def2-TZVPD.

Output
Gap between HOMO and LUMO in eV: 9.46
E_HOMO in hartree: -0.34349
LUMO in eV: 0.11

CARTESIAN COORDINATES (ANGSTROEM)
C -0.15202 -0.01889 -0.97627
H -1.88465 0.24845 -1.95475
O 2.99308 -1.15037 0.35580
C 2.74967 -0.32817 1.26447
N -1.56337 -0.41930 -1.25360
N 0.09434 1.28795 -0.68669
H 3.60443 0.23471 1.71749
H -0.23194 1.02616 -1.79436
H -3.25894 0.25683 -0.06664
H 1.72216 0.31113 0.96162
H -2.23710 -1.05064 0.69945
C -2.21774 -0.12696 0.04261
H 0.46707 -0.89943 -0.87009
O 1.59463 -0.06607 1.97708
H -1.67961 0.69457 0.58387



Entry C
Here is a single C3H8N2O2 molecule from the Open Molecules 2025 dataset. Energies are from wB97M-V/def2-TZVPD.

Output
Gap between HOMO and LUMO in eV: 10.49
E_HOMO in hartree: -0.35757
SMILES: NC(=O)NCCO
LUMO in eV: 0.76

CARTESIAN COORDINATES (ANGSTROEM)
O 0.22577 1.72858 0.12636
H 2.83962 0.07610 -0.24747
H -1.23296 1.17986 0.85520
H 2.61350 1.61093 0.47670
H -0.44739 -0.98877 1.52477
O -1.85814 0.51281 1.19221
C -0.85725 -0.82541 -0.60194
H 0.78077 -0.35078 -1.81399
N 2.31382 0.93557 -0.20839
C -1.29573 -0.72767 0.86559
N 0.52676 -0.37958 -0.83607
H -2.07708 -1.47380 1.04917
H -1.58196 -0.25218 -1.19054
H -0.90219 -1.87219 -0.92659
C 0.95247 0.82655 -0.26501



Most stable: entry C (next structure +76.4 kJ/mol)



Entry A
Here is 3 unconnected molecules or ions with the total composition C3H8N2O2 from the Open Molecules 2025 dataset. Energies are from wB97M-V/def2-TZVPD.

Output
Gap between HOMO and LUMO in eV: 9.97
E_HOMO in hartree: -0.33811
SMILES: c1c[nH]cn1.O.O
LUMO in eV: 0.77

CARTESIAN COORDINATES (ANGSTROEM)
N 0.54809 0.43592 2.62463
H 1.98689 1.83655 2.00543
H -1.62267 -0.36704 -3.01934
H 1.04829 0.36833 -1.57202
C 1.18797 1.18143 1.69229
N 0.76436 0.91971 0.48977
H 0.86684 0.46998 3.58229
H -0.70286 -0.50115 -0.18629
H -1.14661 -0.81453 2.55154
O 1.19923 0.03801 -2.46969
H 1.44875 -0.88103 -2.33380
H -2.67843 -1.40167 -3.36091
O -2.34165 -0.87838 -2.62362
C -0.22185 -0.01327 0.65435
C -0.33634 -0.39286 1.96537



Entry B
Here is a single C3H8N2O2 molecule from the Open Molecules 2025 dataset. Energies are from wB97M-V/def2-TZVPD.

Output
Gap between HOMO and LUMO (alpha / beta) in eV: 8.68 / 8.66
E_HOMO (alpha / beta) in hartree: -0.33042 / -0.33022
LUMO (alpha / beta) in eV: -0.31 / -0.33

CARTESIAN COORDINATES (ANGSTROEM)
C -0.01905 1.10596 -1.02144
C 0.05219 -0.28238 -0.35699
H -1.39465 -1.27783 -1.58673
H -0.23599 -2.37521 -0.81788
H -0.64450 0.04892 0.71114
C -0.35049 -1.40286 -1.29399
N 0.05949 0.88795 1.73830
N 1.15445 -0.61750 0.39018
H 0.25211 -1.38651 -2.20517
H 0.58897 1.07404 -1.92777
O 1.20635 0.11411 1.50236
H 0.34446 1.89854 -0.37426
H 0.12373 -0.00551 3.43918
H -1.04790 1.33486 -1.30019
O -0.08919 0.88341 3.10326



Entry C
Here is 2 unconnected molecules or ions with the total composition C3H8N2O2 from the Open Molecules 2025 dataset. Energies are from wB97M-V/def2-TZVPD.

Output
Gap between HOMO and LUMO in eV: 10.36
E_HOMO in hartree: -0.36026
SMILES: CC(N)=O.NC=O
LUMO in eV: 0.56

CARTESIAN COORDINATES (ANGSTROEM)
H 1.56352 1.21431 -0.48181
H -0.51585 0.01204 -3.39918
N 1.54155 0.33591 -0.98967
H -0.56196 -1.53757 -2.55899
C 0.19681 0.08284 -1.40568
H 0.98556 -0.89084 -3.15970
O -2.34436 -0.05739 2.89974
C 0.03192 -0.63649 -2.71454
H -1.04414 -0.62354 1.45906
H 0.63728 0.66404 2.36313
H -0.27497 1.03384 3.77260
C -1.24611 -0.10426 2.40560
N -0.12551 0.43137 2.97543
H 1.91395 -0.38916 -0.38781
O -0.75770 0.46490 -0.77818



Most stable: entry C (next structure +32.2 kJ/mol)



Entry A
Here is a single C3H8FNS molecule from the Open Molecules 2025 dataset. Energies are from wB97M-V/def2-TZVPD.

Output
Gap between HOMO and LUMO in eV: 10.00
E_HOMO in hartree: -0.33148
SMILES: NC[C@H](F)CS
LUMO in eV: 0.98

CARTESIAN COORDINATES (ANGSTROEM)
H -0.81997 -2.70192 -1.32945
H 0.06534 -1.25262 1.27839
H 1.58849 1.12591 -0.89104
N 0.96305 1.64756 -0.32543
S -1.90895 -2.04507 -0.86497
H -1.03692 0.14611 -1.25097
H -2.06365 -0.03878 0.17505
C 0.56648 0.86179 0.80952
H -0.34882 1.30559 1.28635
H 1.60489 2.30370 0.04917
C -1.24655 -0.50340 -0.40173
H 1.37453 0.79285 1.55664
C 0.10927 -0.57938 0.38762
F 1.15282 -1.06234 -0.47916



Entry B
Here is a single C3H8FNS molecule from the Open Molecules 2025 dataset. Energies are from wB97M-V/def2-TZVPD.

Output
Gap between HOMO and LUMO in eV: 9.60
E_HOMO in hartree: -0.32266
SMILES: C[C@H](F)CSN
LUMO in eV: 0.82

CARTESIAN COORDINATES (ANGSTROEM)
C -0.49900 -1.12387 0.33392
C 0.51045 0.00418 -0.06215
H -1.73319 1.84931 -0.30060
C 1.79578 -0.46030 -0.71298
H -0.36161 -1.33399 1.36350
H 2.40843 -0.98744 0.02556
S -2.28098 -0.21793 0.25401
H -0.42435 -1.92032 -0.37326
F 0.72457 0.94804 0.89665
N -1.69809 1.44255 0.61678
H 1.57472 -0.99000 -1.59025
H 0.04801 0.48365 -0.84686
H 2.41061 0.45756 -0.86639
H -2.47537 1.84857 1.26207



Most stable: entry A (next structure +106.3 kJ/mol)



Entry A
Here is a molecular structure, H24O12 from the Open Molecules 2025 dataset. Energies are from wB97M-V/def2-TZVPD.

Output
Gap between HOMO and LUMO in eV: 6.53
E_HOMO in hartree: -0.28549
LUMO in eV: -1.24

CARTESIAN COORDINATES (ANGSTROEM)
H 10.15179 22.64664 -0.62596
O 12.27070 21.06619 -2.68194
H 9.90497 23.13393 -3.37218
O 8.60310 23.94321 -3.58871
H 10.88319 22.54639 -2.37731
H 10.75307 23.94237 -1.92902
H 7.95891 23.17078 -3.30773
H 12.42574 20.46450 -1.95382
H 9.97614 24.69024 -5.79704
O 9.45580 22.37286 -0.02857
H 10.61305 21.44694 -3.81646
H 12.21478 22.25479 -1.01425
H 13.44804 21.52466 -1.50198
O 10.59568 24.68904 -2.63103
H 8.35323 24.67189 -3.02053
H 9.31627 24.29034 -4.12455
O 10.37170 20.54311 -4.01912
H 9.22410 20.82220 -2.95225
H 9.90663 19.73692 -2.14712
H 11.32915 21.23665 -2.65609
O 10.46122 22.37031 -3.21824
H 11.82342 23.71112 -0.88367
H 9.74055 22.68448 0.83053
H 12.54438 21.64794 -3.50437
H 11.94516 22.59191 -4.52503
H 9.84708 25.04135 -2.14967
O 9.82230 24.33369 -4.92215
O 7.58976 22.29722 -3.17793
H 10.93020 25.43271 -3.13231
H 6.64370 22.42318 -3.25103
O 9.05075 20.00871 -2.47850
H 10.29069 23.49894 -4.91741
O 13.17063 22.30504 -1.02209
O 12.78089 22.24059 -4.21784
H 9.91717 20.59881 -4.85968
O 11.10443 23.27438 -1.34034



Entry B
Here is 12 unconnected molecules or ions with the total composition H24O12 from the Open Molecules 2025 dataset. Energies are from wB97M-V/def2-TZVPD.

Output
Gap between HOMO and LUMO in eV: 9.78
E_HOMO in hartree: -0.37049
SMILES: O.O.O.O.O.O.O.O.O.O.O.O
LUMO in eV: -0.30

CARTESIAN COORDINATES (ANGSTROEM)
O 0.74542 0.19031 -0.66398
H -2.11342 -0.67093 -3.01202
H 0.33177 -0.91162 -3.15955
H -1.39660 -1.48688 -1.94880
H 0.33979 0.98366 -1.03146
H -0.06384 3.19309 0.53714
H 0.17835 -2.47838 -0.54039
H -1.16271 -3.17918 -0.39733
O 3.64744 1.68759 0.41213
H -0.37569 1.71535 0.36661
O 5.32267 -1.72519 0.06994
H 4.98328 -1.62804 -0.82693
O -0.78983 -3.37006 2.29866
H 0.80119 1.40031 2.43654
O -0.76888 -2.33567 -0.64708
H -0.87922 -0.51037 4.19536
H -4.05379 0.02710 -1.35906
H -1.01464 -3.28893 1.36492
O 1.69137 1.03648 2.50135
H 1.67150 0.25937 -0.92203
H -4.62488 0.17169 0.04201
O -3.28950 3.15852 -0.35052
O -3.97126 0.55254 -0.55526
H -2.41192 2.79263 -0.50851
O 0.44369 -0.52755 -4.03646
O -2.18950 -0.95883 -2.09533
H 4.55569 -2.00580 0.58179
H -3.29431 3.98142 -0.85232
H 1.35173 -0.74649 -4.27421
O -0.35792 2.54900 -0.11682
H 0.07882 -0.90012 3.08168
H 2.76370 1.58864 0.04036
H 2.23704 1.66334 2.01323
H -1.52693 -2.94864 2.75481
O -0.52561 -0.20048 3.35399
H 3.96039 2.52556 0.05317



Most stable: entry B (next structure +2006.4 kJ/mol)



Entry A
Here is 12 unconnected molecules or ions with the total composition H24O12 from the Open Molecules 2025 dataset. Energies are from wB97M-V/def2-TZVPD.

Output
Gap between HOMO and LUMO in eV: 10.36
E_HOMO in hartree: -0.38910
SMILES: O.O.O.O.O.O.O.O.O.O.O.O
LUMO in eV: -0.23

CARTESIAN COORDINATES (ANGSTROEM)
H 2.45369 -1.00881 -2.86902
H 4.17236 -2.34004 0.20382
H 3.38263 2.04675 -0.03731
H -2.87850 0.56893 -2.10506
O -3.22810 0.72573 3.77917
H 0.70751 5.27400 -0.29228
H -3.65269 3.26325 -0.28149
H 3.86053 0.63020 -0.31128
O 4.77680 0.42613 2.10366
O 2.09877 -0.11326 -2.90088
H 1.39918 -0.16164 -3.56210
H 4.56889 -0.08473 1.31323
H 4.27825 -2.94966 1.59206
H -1.37543 -3.00793 -2.43042
H -5.13897 -1.57516 2.25552
O 3.88284 -3.09703 0.72550
O -4.35277 -1.30201 1.76945
O -3.39134 2.80359 -1.08735
H 1.55907 4.21496 0.38841
O 0.33216 0.47700 0.13017
H -2.49878 0.88357 4.38923
O -3.36850 -0.25125 -2.23237
O 3.12475 1.22978 -0.47896
O 0.25784 -3.05305 0.14417
O 1.59985 4.90996 -0.27815
H -2.49183 3.10905 -1.25035
H -3.67670 -1.93168 2.04410
O -2.03752 -2.83896 -1.75066
H -1.60158 -2.22874 -1.14521
H -3.00347 1.25242 3.00384
H 0.06130 -2.27410 0.67671
H -3.72297 -0.17643 -3.12553
H -0.31174 0.21794 0.79895
H 0.55589 -0.34940 -0.31253
H 5.59225 0.03012 2.43107
H 0.20282 -2.73598 -0.76436



Entry B
Here is 12 unconnected molecules or ions with the total composition H24O12 from the Open Molecules 2025 dataset. Energies are from wB97M-V/def2-TZVPD.

Output
Gap between HOMO and LUMO in eV: 9.28
E_HOMO in hartree: -0.35696
SMILES: O.O.O.O.O.O.O.O.O.O.O.O
LUMO in eV: -0.44

CARTESIAN COORDINATES (ANGSTROEM)
H 1.96443 -3.01744 -1.68434
O -2.43768 1.83008 -1.47683
H -2.18005 1.99979 1.48068
H -4.24062 -0.90659 0.11404
H -0.36574 -1.97019 2.15399
H 2.72170 -0.49002 0.95482
H 0.23475 1.91507 -4.08220
H -1.90674 2.44904 -1.93683
O 1.20063 1.83963 -4.00818
H -0.36406 -2.61476 3.56377
H -3.21694 2.36868 0.54836
H 1.30347 1.61483 -3.10159
O 1.90010 0.89960 1.66414
O 2.28392 1.51164 -1.65416
H 2.79560 0.78781 -1.92287
H -2.77135 -0.49336 0.05856
H -0.08548 0.16582 0.44640
O 3.48170 -1.06892 0.53717
O -0.98954 -2.91065 0.26892
H 1.85511 0.66420 2.66336
H 2.29716 -1.74644 -2.52534
O 0.01501 -1.84292 3.11360
H 0.45043 0.01502 -1.08371
H 1.89028 1.85852 1.47614
H -1.46190 -0.03371 2.50291
H -1.05270 -3.77543 -0.21196
O -3.68153 -0.37313 0.63892
O -1.09469 0.74702 2.20976
O 2.20007 -2.09068 -1.70152
H 3.16816 -1.67587 -0.18262
H -0.52508 -2.42668 -0.32530
O -0.34945 0.18701 -0.52068
O -2.81711 2.78982 1.32022
H 2.30914 1.45149 -0.82421
H -1.72533 1.24433 -1.47512
H -0.80567 1.09738 3.00172



Most stable: entry A (next structure +18.5 kJ/mol)